This record from the Open Molecules 2025 dataset describes a 3-piece molecular cluster, C11H28BrN4O6P3S overall. The level of theory is the ωB97M-V functional and the def2-TZVPD basis.

Cartesian coordinates (Å):
N 2.407 -1.511 4.120
C 2.743 -0.266 3.860
O 2.632 1.138 3.401
C 3.203 1.306 2.041
O 2.137 1.291 0.986
C 1.848 -0.083 0.549
O 0.989 -0.885 1.237
P 2.575 -0.904 -1.058
S 1.125 -1.061 -2.360
P 3.865 3.139 2.014
N 4.960 3.417 3.177
P 4.684 0.163 1.655
O 5.819 0.064 2.974
Br 5.934 1.095 -0.058
H 3.727 -0.175 -1.580
H 2.974 -2.274 -0.725
H 2.733 3.993 2.264
H 4.361 3.463 0.677
H 5.122 2.520 3.695
H 6.069 -0.919 3.016
C -2.772 -4.156 2.738
C -1.599 -3.184 2.629
C -1.158 -2.599 3.990
O -2.013 -1.565 4.490
C -3.165 -2.037 5.171
N -1.943 -2.125 1.670
H -3.726 -3.648 2.907
H -2.878 -4.730 1.810
H -2.614 -4.871 3.552
H -0.750 -3.750 2.226
H -0.179 -2.124 3.850
H -1.016 -3.383 4.742
H -2.968 -2.957 5.729
H -3.983 -2.183 4.464
H -3.477 -1.264 5.879
H -1.124 -1.531 1.533
H -2.615 -1.505 2.131
C -3.307 1.915 -6.068
C -2.663 1.290 -4.833
C -1.693 2.243 -4.097
O -0.418 2.389 -4.732
C -0.396 3.333 -5.790
N -2.000 0.037 -5.222
H -2.619 1.980 -6.916
H -4.161 1.311 -6.399
H -3.680 2.920 -5.850
H -3.474 1.047 -4.136
H -1.481 1.810 -3.112
H -2.149 3.222 -3.912
H -1.059 4.183 -5.602
H -0.655 2.845 -6.732
H 0.627 3.707 -5.887
H -1.650 -0.421 -4.379
H -1.147 0.290 -5.729

2S+1: 1
Highest occupied orbital energy in Eh: -0.32508
SMILES: N#CO[C@@](OC(=O)[PH2]=S)([PH2]=N)P(O)Br.COC[C@@H](C)N.COC[C@@H](C)N
Net charge: 0



This record from the Open Molecules 2025 dataset describes a 7-piece molecular cluster, C18H51NO8 overall. The level of theory is the ωB97M-V functional and the def2-TZVPD basis.

Cartesian coordinates (Å):
C 1.887 2.797 -2.491
O 2.421 2.557 -1.192
H 2.110 3.766 -2.938
H 2.222 1.980 -3.131
H 0.808 2.780 -2.344
H 2.850 3.375 -0.930
C -0.306 1.806 0.713
O 0.903 1.603 1.383
H -0.524 0.958 0.063
H -1.130 1.998 1.400
H -0.213 2.655 0.036
H 1.699 1.799 0.884
C 4.436 1.365 1.251
O 5.619 0.816 1.849
H 3.587 1.382 1.934
H 4.630 2.381 0.907
H 4.155 0.880 0.317
H 5.550 -0.140 1.909
C 2.141 -0.856 -0.988
O 1.838 -2.243 -1.265
C 2.405 -2.764 -2.481
C 1.843 -4.233 -2.531
N 2.416 -4.920 -1.368
C 1.834 -6.196 -1.093
C 0.447 -6.098 -0.445
O 0.505 -5.701 0.927
C -0.805 -5.709 1.429
H 1.481 -0.414 -0.242
H 1.898 -0.268 -1.873
H 3.201 -0.773 -0.748
H 3.487 -2.687 -2.383
H 2.125 -2.151 -3.338
H 2.068 -4.747 -3.466
H 0.760 -4.281 -2.417
H 2.294 -4.394 -0.515
H 2.531 -6.616 -0.368
H 1.844 -6.876 -1.944
H -0.014 -7.081 -0.541
H -0.168 -5.429 -1.046
H -1.446 -4.990 0.919
H -0.749 -5.352 2.457
H -1.270 -6.695 1.414
C 1.951 5.005 2.949
C 0.713 4.814 3.738
C 0.735 3.693 4.792
O 0.470 6.025 4.394
H 1.847 5.869 2.294
H 2.243 4.174 2.307
H 2.742 5.126 3.689
H -0.133 4.725 3.057
H 1.557 3.831 5.494
H 0.799 2.699 4.349
H -0.215 3.664 5.326
H -0.137 5.934 5.132
C -3.853 -1.313 -2.152
C -2.452 -1.652 -2.429
C -1.748 -2.224 -1.236
O -2.341 -2.575 -3.445
H -4.494 -1.491 -3.016
H -3.932 -0.248 -1.935
H -4.242 -1.917 -1.332
H -1.954 -0.771 -2.833
H -0.766 -2.652 -1.436
H -2.277 -3.104 -0.871
H -1.648 -1.532 -0.399
H -2.763 -3.397 -3.185
C -3.396 3.877 0.294
C -4.092 2.738 -0.460
C -5.055 1.860 0.362
O -4.867 3.323 -1.463
H -4.006 4.780 0.322
H -2.453 4.109 -0.201
H -3.209 3.678 1.349
H -3.333 2.149 -0.974
H -4.424 1.235 0.994
H -5.714 1.219 -0.223
H -5.691 2.467 1.006
H -5.229 2.593 -1.970

2S+1: 1
Highest occupied orbital energy in Eh: -0.31212
SMILES: COCCNCCOC.CC(C)O.CC(C)O.CC(C)O.CO.CO.CO
Net charge: 0



This record from the Open Molecules 2025 dataset describes C52H64N5O3P2STeTi as an isolated structure. The level of theory is the ωB97M-V functional and the def2-TZVPD basis.

Cartesian coordinates (Å):
Ti -0.158 -0.542 -1.044
C -3.830 1.313 -5.251
C -3.752 -0.204 -5.135
N -2.396 -0.674 -4.913
C -1.920 -0.838 -3.631
S -0.190 -0.941 -3.488
N -2.756 -0.979 -2.655
N -2.144 -1.124 -1.440
C -2.931 -1.507 -0.445
C -4.363 -1.850 -0.704
C -2.324 -1.496 0.820
C -2.948 -1.903 2.025
C -2.269 -1.868 3.210
C -0.927 -1.418 3.211
C -0.379 -1.021 2.018
N -1.023 -1.029 0.843
H -4.873 1.629 -5.365
H -3.406 1.788 -4.364
H -3.274 1.665 -6.124
H -4.351 -0.553 -4.297
H -4.142 -0.680 -6.043
H -1.698 -0.291 -5.530
H -4.442 -2.509 -1.569
H -4.828 -2.330 0.155
H -4.921 -0.942 -0.947
H -3.975 -2.240 1.996
H -2.751 -2.182 4.128
H -0.328 -1.367 4.109
H 0.636 -0.652 1.986
C 3.702 0.370 5.552
P 2.477 0.859 4.257
C 3.641 1.540 3.017
C 1.902 2.443 5.035
C 1.154 3.365 4.066
P -0.117 2.493 3.029
C -1.012 3.975 2.413
C -1.268 2.013 4.386
H 4.411 1.174 5.769
H 4.254 -0.502 5.200
H 3.187 0.092 6.473
H 4.288 2.311 3.451
H 3.086 1.967 2.183
H 4.262 0.743 2.608
H 2.766 2.970 5.460
H 1.246 2.167 5.866
H 1.869 3.808 3.366
H 0.678 4.187 4.613
H -1.214 4.683 3.222
H -1.952 3.672 1.952
H -0.419 4.463 1.638
H -1.524 2.872 5.014
H -0.834 1.220 4.996
H -2.176 1.614 3.937
O 3.646 0.387 -0.122
C 2.628 -0.162 0.246
O 1.427 0.086 -0.174
H 2.654 -0.909 1.069
C 3.213 5.428 -8.320
C 2.725 4.771 -7.055
C 1.710 3.827 -7.083
C 1.258 3.194 -5.925
C 0.137 2.193 -6.054
C 1.843 3.510 -4.682
Te 1.059 2.480 -2.939
N -0.801 1.255 -1.221
C -1.944 1.818 -1.575
O -2.194 2.422 -2.648
C -3.105 1.827 -0.564
C -4.367 2.200 -1.027
C -5.464 2.224 -0.180
C -5.315 1.876 1.157
C -4.062 1.508 1.629
C -2.965 1.488 0.775
C 0.727 4.316 -1.930
C -0.026 5.348 -2.507
C -0.735 5.188 -3.823
C -0.127 6.568 -1.837
C 0.482 6.791 -0.614
C 0.352 8.111 0.098
C 1.198 5.745 -0.045
C 1.317 4.510 -0.674
C 2.076 3.415 0.016
C 2.884 4.451 -4.652
C 3.577 4.823 -3.370
C 3.302 5.068 -5.829
H 2.483 5.320 -9.124
H 4.150 4.980 -8.663
H 3.397 6.493 -8.169
H 1.242 3.580 -8.032
H -0.272 2.214 -7.068
H -0.660 2.393 -5.333
H 0.476 1.178 -5.835
H -4.459 2.469 -2.071
H -6.440 2.508 -0.562
H -6.170 1.881 1.824
H -3.947 1.208 2.664
H -1.986 1.184 1.122
H -1.137 4.175 -3.892
H -0.057 5.342 -4.666
H -1.548 5.912 -3.903
H -0.715 7.363 -2.289
H -0.190 8.834 -0.514
H 1.332 8.533 0.333
H -0.188 7.998 1.042
H 1.673 5.891 0.923
H 2.475 3.776 0.968
H 2.903 3.040 -0.592
H 1.422 2.557 0.204
H 3.770 3.931 -2.769
H 2.958 5.485 -2.762
H 4.522 5.329 -3.577
H 4.106 5.798 -5.783
C 4.442 -3.550 -2.776
C 3.931 -2.239 -2.843
C 2.734 -1.935 -2.257
C 1.958 -2.905 -1.564
C 0.689 -2.564 -0.955
C 0.032 -3.618 -0.357
C 0.539 -4.937 -0.305
C 1.745 -5.241 -0.863
C 2.486 -4.224 -1.515
C 3.731 -4.517 -2.125
H 5.393 -3.787 -3.240
H 4.490 -1.462 -3.349
H 2.383 -0.913 -2.321
H -0.935 -3.450 0.109
H -0.040 -5.710 0.190
H 2.146 -6.249 -0.825
H 4.107 -5.534 -2.069

<S²>: 0.78
2S+1: 2
Highest occupied orbital energy (spin up / spin down) in Eh: -0.01106 / -0.06733
Net charge: -2



This record from the Open Molecules 2025 dataset describes one molecule with the formula C2H4OSSi. The level of theory is the ωB97M-V functional and the def2-TZVPD basis.

Cartesian coordinates (Å):
C 0.346 -0.767 -0.079
C -0.868 -1.305 0.035
O -0.865 1.781 0.001
Si 0.546 1.168 -0.057
S -2.358 -0.535 -0.076
H 1.311 -1.215 0.085
H -0.857 -2.273 0.356
H 1.266 1.564 1.049
H 1.478 1.581 -1.313

2S+1: 1
Highest occupied orbital energy (spin up / spin down) in Eh: -0.34336 / -0.35440
Net charge: 0



This record from the Open Molecules 2025 dataset describes one molecule with the formula C5H11N. The level of theory is the ωB97M-V functional and the def2-TZVPD basis.

Cartesian coordinates (Å):
C -0.461 -1.370 1.331
C 0.251 -0.614 0.225
C -0.064 -1.018 -1.315
C -0.050 0.558 -1.461
C 0.332 1.853 0.730
H -1.530 -0.761 1.273
H -0.044 -1.255 2.448
H -0.509 -2.568 0.957
H 1.407 -0.776 0.333
H -1.124 -1.387 -1.495
H 0.597 -1.619 -1.850
H -0.701 1.068 -2.262
H 0.864 0.992 -1.812
H 1.379 1.875 0.460
H -0.303 2.841 0.732
H 0.257 1.420 1.744
N -0.300 0.760 -0.039

2S+1: 1
Highest occupied orbital energy in Eh: -0.32060
SMILES: C[C@H]1CCN1C
Net charge: 0



This record from the Open Molecules 2025 dataset describes C28H24F10MgN5OS as an isolated structure. The level of theory is the ωB97M-V functional and the def2-TZVPD basis.

Cartesian coordinates (Å):
Mg -0.562 0.240 0.821
C -3.019 1.867 1.927
N -1.922 1.046 2.436
C -2.452 -0.164 3.069
C -1.382 -1.234 3.221
N -0.844 -1.499 1.903
C -0.047 -2.574 1.746
C 0.130 -3.187 0.476
F -0.615 -2.761 -0.554
C 0.999 -4.219 0.225
F 1.130 -4.685 -1.032
C 1.733 -4.795 1.248
F 2.575 -5.819 1.011
C 1.552 -4.293 2.520
F 2.251 -4.820 3.537
C 0.683 -3.246 2.759
F 0.597 -2.819 4.042
C -1.070 1.821 3.348
C 0.415 1.509 3.181
N 0.693 1.593 1.763
C 1.949 1.780 1.341
C 2.160 2.261 0.019
F 1.068 2.509 -0.728
C 3.393 2.454 -0.547
F 3.492 2.897 -1.814
C 4.547 2.212 0.181
F 5.762 2.371 -0.384
C 4.411 1.784 1.487
F 5.509 1.542 2.214
C 3.163 1.597 2.050
F 3.147 1.135 3.322
H -3.665 2.240 2.736
H -2.617 2.715 1.371
H -3.622 1.279 1.242
H -2.898 0.071 4.049
H -3.229 -0.566 2.417
H -0.636 -0.910 3.954
H -1.859 -2.130 3.642
H -1.192 2.877 3.104
H -1.379 1.676 4.392
H 0.972 2.262 3.752
H 0.678 0.537 3.610
S -2.093 0.020 -1.084
C -3.229 1.317 -1.415
C -2.820 2.497 -2.049
C -3.748 3.429 -2.487
C -5.106 3.219 -2.286
C -5.522 2.079 -1.612
C -4.597 1.141 -1.179
H -1.760 2.648 -2.209
H -3.411 4.316 -3.011
H -5.832 3.929 -2.662
H -6.579 1.909 -1.441
H -4.925 0.238 -0.677
N 1.216 -0.562 -0.337
C 1.412 -0.622 -1.475
N 1.611 -0.749 -2.759
C 2.885 -0.488 -3.411
C 3.253 -1.696 -4.269
O 2.198 -2.074 -5.137
C 1.013 -2.388 -4.413
C 0.528 -1.168 -3.648
H 3.653 -0.315 -2.659
H 2.800 0.402 -4.040
H 3.517 -2.541 -3.618
H 4.104 -1.458 -4.906
H 1.212 -3.203 -3.708
H 0.277 -2.707 -5.150
H -0.369 -1.369 -3.063
H 0.319 -0.357 -4.352

2S+1: 1
Highest occupied orbital energy in Eh: -0.16124
Net charge: -1



Electronic energy values, unit eV, following the record order: -138841.802, -37359.011, -128382.044, -22894.888, -6850.624, -82380.712.